(1)
Here is the ion C10H22N6O2P with charge +1 at a distorted geometry from OMol25. Energies are from ωB97M-V/def2-TZVPD.

Last column: Mulliken charge in e.
Geometry (Å):
C  -0.43722  3.72506  3.91587  -0.253
C  0.24302  2.90471  2.97594  -0.197
N  1.08861  1.90858  2.21271  -0.094
C  0.62032  0.68781  1.70833  0.388
N  1.71460  -0.14996  1.01803  -0.427
C  1.13136  -1.25783  0.17955  0.495
N  1.18919  -1.05465  -1.31413  -0.371
C  1.94536  0.18489  -1.72863  -0.442
C  1.03160  1.58324  -1.64098  0.211
C  1.48198  2.69059  -2.81048  -1.019
P  2.24048  -2.81989  0.53753  0.109
N  1.71157  -3.37672  2.17578  -0.649
O  1.82870  -4.14062  -0.51703  -0.476
O  -0.23611  -1.67548  0.55552  -0.382
C  -1.16576  -0.53825  0.61335  0.101
N  -2.57715  -1.04672  0.80649  -0.368
C  -3.21886  -1.32212  -0.55244  -0.326
C  -3.74429  0.07802  -1.28957  -0.767
N  -0.81265  0.24641  1.89484  -0.410
H  -0.95357  4.42663  4.69775  0.395
H  2.11227  2.17347  2.08726  0.360
H  2.27656  -0.63954  1.77005  0.393
H  1.72637  -1.85488  -1.76674  0.365
H  3.00729  0.30800  -1.23039  0.199
H  2.16619  0.06030  -2.89575  0.401
H  -0.09078  1.30964  -1.90841  -0.076
H  1.15183  2.14211  -0.61830  -0.039
H  0.56932  3.45849  -2.86414  0.305
H  1.71115  2.18305  -3.84852  0.322
H  2.38578  3.31149  -2.37629  0.295
H  0.65389  -3.49662  2.19864  0.264
H  2.05382  -4.37139  2.34646  0.341
H  1.11170  -3.86589  -1.18246  0.338
H  -1.08909  0.21052  -0.28336  -0.009
H  -3.14999  -0.29525  1.26141  0.328
H  -2.44903  -1.91560  -1.23420  0.226
H  -4.19821  -1.95937  -0.32205  0.346
H  -2.90455  0.35266  -2.08288  0.189
H  -3.88763  0.93840  -0.49018  0.201
H  -4.74275  -0.13787  -1.88242  0.320
H  -1.49533  1.03458  1.88382  0.412

Cartesian forces (eV/Å) of the 6 atoms listed first:
C 5.4128 -6.3647 -6.8861
C -4.0936 4.5955 6.5685
N -2.0596 -0.0639 0.7919
C -0.2645 0.4768 0.7780
N -3.6644 0.5018 2.0372
C -1.1574 -2.3903 -0.9770

Values from the calculation:
Total energy, a.u.: -1214.02880
SMILES: C#CNC1=[NH+][C@@](NCCC)(P(N)O)O[C@@H](NCC)N1
HOMO, eV: -11.980
Total charge: +1
Frontier orbital gap, eV: 7.25



(2)
Here is an isolated molecule of C2H9N2OP at a distorted geometry from OMol25. Energies are from ωB97M-V/def2-TZVPD.

Last column: Mulliken charge in e.
Geometry (Å):
C  0.62044  1.51807  -0.49100  -1.166
P  -0.63890  0.60379  0.44868  0.988
C  -1.30235  -0.63091  -0.79563  -1.050
N  -1.41793  1.66933  1.31173  -0.771
O  0.26563  -0.31847  1.51511  -0.324
N  1.07328  -1.42348  0.95078  -0.482
H  0.78715  2.31085  0.13398  0.384
H  1.55703  0.85791  -0.80583  0.276
H  0.29325  1.93838  -1.38183  0.421
H  -0.99203  -1.52645  -0.41873  0.390
H  -2.43744  -0.65436  -0.96624  0.320
H  -0.90922  -0.50006  -1.81693  0.321
H  -2.35055  1.47943  1.45878  0.214
H  0.91674  -2.25300  1.59676  0.242
H  1.91758  -1.04883  1.04925  0.237

Cartesian forces (eV/Å) of the 6 atoms listed first:
C 1.6426 -3.9929 -0.4227
P 0.4351 0.5071 -0.3474
C -2.3954 2.5529 -0.8554
N 2.5560 -0.7152 -1.6546
O -0.3252 -0.8085 -0.6371
N -5.3906 -1.7899 0.2004

Values from the calculation:
Total energy, a.u.: -607.62809
SMILES: CP(C)(=N)ON
HOMO, eV: -8.983
Total charge: 0
Frontier orbital gap, eV: 9.86
Energy above the lowest of the compared OMol25 structures with the same formula, charge and spin, kcal/mol: 68.03



(3)
Here is a cluster of 3 separate species, C30H61Cl2FN3O3P in total at a distorted geometry from OMol25. Energies are from ωB97M-V/def2-TZVPD.

Last column: Mulliken charge in e.
Geometry (Å):
C  1.44008  1.12590  2.80116  -0.745
C  0.50750  1.74023  1.73582  -2.331
C  -0.20024  0.77319  0.71711  1.641
P  -1.38341  -0.14592  1.76565  0.622
O  -2.03148  -1.36471  1.22841  -0.750
C  -0.82535  1.76564  -0.32393  0.538
C  -2.32065  1.67788  -0.71049  -1.573
C  -2.64509  1.81298  -2.20433  -0.529
C  -3.88859  1.00786  -2.55761  -0.445
F  -3.86907  0.74376  -3.93059  -0.310
C  0.28842  1.89514  -1.37831  -0.365
O  0.26285  2.51060  -2.41723  -0.586
N  1.44072  1.17337  -0.89747  -0.079
C  0.84980  0.03693  -0.18126  -0.438
O  1.83498  -0.64082  0.53204  -0.496
C  1.55220  -2.02925  0.75802  -0.380
C  2.33835  -2.58327  1.95121  0.131
C  1.52915  -2.59299  3.24736  -0.798
C  2.74917  -4.03439  1.58015  0.410
C  1.54572  -4.88444  1.10944  -1.477
C  3.41117  -4.74981  2.76699  -1.754
C  0.32636  -0.84671  -1.34293  0.362
Cl  -1.35257  -1.24462  -1.46462  -0.069
C  1.12709  -1.37821  -2.29946  0.521
C  0.63761  -2.22879  -3.43588  -1.408
Cl  2.84021  -1.18379  -2.28811  -0.183
H  2.46979  1.35868  2.53978  0.389
H  1.39206  0.05198  2.85189  -0.582
H  1.27090  1.58256  3.76946  0.326
H  -0.32024  2.23496  2.24134  0.821
H  1.07283  2.48883  1.20009  0.642
H  -2.33612  0.84674  2.08905  0.147
H  -0.75740  -0.41447  2.99049  -0.088
H  -0.74961  2.74068  0.15370  0.801
H  -2.84181  2.45538  -0.16024  0.351
H  -2.73658  0.73703  -0.36300  0.697
H  -2.84822  2.85024  -2.44982  0.481
H  -1.85816  1.43882  -2.84338  0.287
H  -3.86351  0.03919  -2.06873  0.272
H  -4.80612  1.54886  -2.35144  0.301
H  2.13131  1.69649  -0.38268  0.455
H  1.90229  -2.56084  -0.12341  0.077
H  0.48841  -2.22777  0.88030  0.409
H  3.24196  -1.99069  2.06558  0.355
H  0.93089  -1.70408  3.40821  -0.385
H  0.86842  -3.44770  3.32993  0.373
H  2.21304  -2.64933  4.09103  0.368
H  3.43947  -3.98441  0.74090  0.584
H  0.60748  -4.53508  1.52477  0.309
H  1.43295  -4.79928  0.03082  0.296
H  1.69324  -5.93186  1.34087  0.482
H  3.99092  -5.59703  2.41658  0.437
H  2.62543  -5.15631  3.39673  0.411
H  4.00882  -4.07478  3.37104  0.368
H  1.45167  -2.38198  -4.13242  0.436
H  -0.22136  -1.79014  -3.92153  0.339
H  0.39498  -3.21023  -3.03255  0.302
C  0.99308  -0.27075  6.14275  -0.814
C  1.55040  0.28632  7.44260  -0.600
N  2.74339  -0.40759  7.88375  0.119
C  3.12975  -0.08699  9.24643  -0.717
C  3.56048  1.35187  9.55690  -0.975
C  3.82127  -0.47629  6.91377  -0.232
C  4.37391  0.84177  6.35287  -1.035
H  0.81685  -1.34447  6.22170  0.329
H  0.04235  0.21282  5.90892  0.478
H  1.66391  -0.09230  5.30223  -0.180
H  0.79078  0.17042  8.21995  0.484
H  1.70865  1.37071  7.32352  0.258
H  3.93003  -0.76940  9.54429  0.360
H  2.28137  -0.33667  9.89126  0.427
H  4.55423  1.57325  9.17013  0.222
H  3.59807  1.49715  10.63821  0.400
H  2.86207  2.08579  9.15395  0.279
H  3.47611  -1.08080  6.06989  -0.108
H  4.63883  -1.05323  7.35179  0.388
H  3.57887  1.53606  6.07653  0.210
H  4.95798  0.64074  5.45245  0.407
H  5.03472  1.34360  7.05784  0.314
C  -4.27992  0.99597  -10.66331  -1.432
C  -3.31959  1.38066  -9.54786  -0.303
N  -3.75216  2.54326  -8.79840  0.151
C  -2.72191  3.08906  -7.93228  -0.865
C  -2.22688  2.22490  -6.76676  -0.736
C  -5.08329  2.46043  -8.22474  -0.741
C  -5.38387  1.29969  -7.26536  -0.722
H  -4.46602  1.84263  -11.32519  0.330
H  -3.84990  0.18808  -11.25671  0.434
H  -5.23669  0.64149  -10.27824  0.290
H  -2.35340  1.62113  -9.99937  0.435
H  -3.15164  0.50077  -8.90633  0.230
H  -3.07715  4.04528  -7.53837  0.361
H  -1.86388  3.33871  -8.56509  0.386
H  -2.95304  2.17572  -5.95705  0.058
H  -1.31395  2.65707  -6.35095  0.414
H  -1.99181  1.20692  -7.07903  0.305
H  -5.80187  2.41293  -9.04756  0.346
H  -5.29787  3.40732  -7.72353  0.348
H  -5.00978  0.34760  -7.64384  0.244
H  -6.46420  1.19813  -7.14116  0.400
H  -4.96093  1.46004  -6.27513  0.080

Cartesian forces (eV/Å) of the 6 atoms listed first:
C 0.3494 0.5993 -0.5110
C 0.0850 -1.2146 0.6076
C 0.0933 0.6198 0.0171
P -0.9025 -0.6876 -0.5642
O 0.0230 -0.0802 0.3409
C -0.4017 0.1349 0.0975

Values from the calculation:
Total energy, a.u.: -2931.18416
SMILES: CC[C@@]1([PH2]=O)[C@H](CCCF)C(=O)N[C@]1(OC[C@@H](C)C(C)C)/C(Cl)=C(/C)Cl.CCN(CC)CC.CCN(CC)CC
HOMO, eV: -7.806
Total charge: 0
Frontier orbital gap, eV: 8.16



(4)
Here is an isolated molecule of C2H3NO2 at a distorted geometry from OMol25. Energies are from ωB97M-V/def2-TZVPD.

Last column: Mulliken spin population.
Geometry (Å):
C  -2.36804  0.19398  -0.04134  -0.068
C  -0.97350  0.08379  -0.16638  0.683
N  -3.49836  0.33909  0.03035  0.247
O  1.10238  1.15428  -0.27313  0.238
O  -0.12005  1.45649  0.32914  0.869
H  -0.63768  -0.72986  0.39589  0.021
H  -0.71767  -0.18159  -1.13667  0.000
H  1.66823  0.95032  0.49242  0.010

Cartesian forces (eV/Å) of the 6 atoms listed first:
C 1.9926 -0.1510 -0.2812
C -5.2995 -3.5087 -1.3911
N -2.3965 0.3912 0.2903
O -0.5938 0.0719 0.5640
O 4.1046 2.7943 1.0384
H 1.1073 -0.7341 1.7141

Values from the calculation:
Total energy, a.u.: -282.91315
HOMO (alpha / beta), eV: -6.286 / -11.046
2S+1: 3
Total charge: 0
Frontier orbital gap (alpha / beta), eV: 6.32 / 7.22
Energy above the lowest of the compared OMol25 structures with the same formula, charge and spin, kcal/mol: 149.22



(5)
Here is a cluster of 3 separate species, C6H15N2 in total at a distorted geometry from OMol25. Energies are from ωB97M-V/def2-TZVPD.

Last column: Mulliken charge in e.
Geometry (Å):
N  1.11487  2.81392  1.07691  -0.574
C  1.48944  -2.69254  0.62955  -0.370
C  2.06916  -3.83735  0.96824  -0.425
N  -0.08380  0.01752  0.21430  0.071
C  0.16305  0.46572  -1.22296  -0.545
C  -1.17334  1.18468  -1.70130  -0.386
C  -2.22909  0.71679  -0.60686  -0.621
C  -1.34110  0.16682  0.69369  -0.346
H  1.17921  3.14809  2.02562  0.254
H  1.09861  1.82736  0.96078  0.197
H  0.48736  3.50488  0.60322  0.238
H  2.02548  -1.73809  0.65879  0.184
H  0.59664  -2.77417  -0.00632  0.130
H  1.47526  -4.72221  0.83417  0.254
H  3.13756  -3.76505  1.16940  0.237
H  0.29161  -0.45428  -1.92189  0.332
H  1.15498  0.97079  -1.45258  0.410
H  -0.96551  2.24430  -1.52341  0.238
H  -1.59370  1.07822  -2.69222  0.389
H  -2.92175  -0.05404  -0.88950  0.346
H  -2.79285  1.60520  -0.27628  0.340
H  -1.75897  -0.75351  1.16787  0.340
H  -1.42313  1.04692  1.29078  0.306

Cartesian forces (eV/Å) of the 6 atoms listed first:
N -0.5222 2.5566 -0.2112
C 0.1441 0.0548 -1.1543
C 0.1933 1.2269 -0.5142
N 2.6718 -0.0116 -2.4271
C -1.8212 -0.5160 0.0197
C 0.1395 -0.0081 2.8738

Values from the calculation:
Total energy, a.u.: -346.63675
HOMO, eV: -12.959
Total charge: +1
Frontier orbital gap, eV: 4.67
Energy above the lowest of the compared OMol25 structures with the same formula, charge and spin, kcal/mol: 173.08



(6)
Here is a cluster of 2 separate species, C7H14N3O3S in total at a distorted geometry from OMol25. Energies are from ωB97M-V/def2-TZVPD.

Last column: Mulliken charge in e.
Geometry (Å):
C  1.57743  0.37236  -0.81060  -0.253
C  2.81535  0.75917  0.93519  -0.403
C  -2.78188  -0.28580  0.06423  -0.131
C  -1.90096  0.62793  0.94304  -0.147
C  1.75622  1.54091  1.02881  -0.220
C  -3.43554  0.31530  -1.08606  -1.413
C  3.58330  -1.07598  -0.61049  -0.797
N  2.73497  0.06380  -0.21584  0.164
N  -1.34038  -0.32445  0.05411  0.040
N  0.92571  1.20240  -0.00396  0.171
O  0.59840  -1.33757  1.20777  -0.442
O  -0.50326  -2.48462  -0.77082  -0.460
O  -1.77782  1.93742  0.53051  -0.632
S  -0.70908  -1.77199  0.75559  0.482
H  1.23138  -0.06602  -1.73999  0.343
H  3.63858  0.59818  1.66541  0.396
H  -0.51322  -3.35561  -0.74493  0.305
H  -3.25705  -1.01891  0.62918  0.637
H  -1.81266  0.47824  1.96958  0.528
H  1.39485  2.31075  1.87025  0.336
H  -3.17531  -0.26163  -2.01852  0.255
H  -3.23707  1.49219  -1.22180  0.227
H  -4.47896  0.31148  -0.93528  0.448
H  4.51223  -0.71509  -0.80667  0.365
H  3.51511  -1.75954  0.39009  0.314
H  3.16887  -1.58842  -1.50028  0.298
H  0.03625  1.52347  -0.26438  0.252
H  -2.56548  2.51205  0.68587  0.337

Cartesian forces (eV/Å) of the 6 atoms listed first:
C 0.3676 -0.6510 0.5120
C 2.9340 -0.4938 1.8295
C 1.3060 2.2777 1.2558
C -2.1407 -0.1673 -1.3687
C -3.1953 2.8746 3.0223
C 0.4313 2.2031 -2.2957

Values from the calculation:
Total energy, a.u.: -1062.97645
HOMO, eV: -13.130
Total charge: +1
Frontier orbital gap, eV: 10.85
Energy above the lowest of the compared OMol25 structures with the same formula, charge and spin, kcal/mol: 25.34